Entry 1:
Molecular formula: C22H44IrN3OP3Se
Method: DFT, ωB97M-V/def2-TZVPD

```
75
Properties=species:S:1:pos:R:3:mulliken_charge:R:1
Ir -0.796 -0.021 0.702 0.786
Se 0.431 0.263 -3.432 0.150
P -0.255 2.212 0.347 0.758
P -0.040 -2.175 0.506 0.625
P -2.850 -0.047 -0.181 0.818
O -2.417 -0.018 2.941 -0.660
N 2.172 0.220 2.514 0.053
N -0.142 0.000 2.717 0.503
N -1.141 -0.243 4.822 0.068
C -1.282 -0.095 3.469 -0.215
C -0.907 3.026 -1.155 -0.951
C -0.533 -3.045 -1.025 -0.981
C 1.089 -0.008 3.285 0.632
C 1.227 0.505 -6.181 -0.511
C 1.735 -2.507 0.683 -1.039
C 3.908 -0.075 -5.574 -0.774
C -3.199 -0.084 -1.968 -1.096
C 1.498 2.731 0.452 -1.118
C 1.607 0.254 -4.834 1.194
C -3.856 1.347 0.388 -1.216
C 1.216 -0.252 4.670 -1.267
C 4.077 0.218 -0.404 -1.089
C -1.002 3.116 1.768 -1.394
C 3.522 0.146 -6.904 -0.413
C -0.749 -3.148 1.886 -1.393
C 3.181 0.090 -1.392 0.094
C 2.971 -0.019 -4.561 -0.387
C 0.087 -0.416 5.417 -0.142
C 2.180 0.439 -7.190 -0.613
C -2.349 -0.351 5.626 -0.865
C -3.766 -1.491 0.439 -1.354
H 3.079 0.298 2.952 0.253
H -3.996 1.260 1.473 0.287
H -0.999 -0.606 -0.716 -0.183
H 2.119 0.376 1.512 -0.360
H 2.202 -0.284 5.112 0.554
H -4.750 -1.447 -0.040 0.573
H -4.823 1.246 -0.120 0.544
H 1.921 2.434 1.421 0.440
H 0.023 -0.625 6.478 0.456
H 2.097 2.267 -0.341 0.084
H -1.975 2.686 2.034 0.266
H -0.065 -4.039 -1.009 0.525
H -2.034 -0.381 6.671 0.331
H 2.753 0.955 -1.928 0.368
H -1.624 -3.161 -1.081 0.344
H -0.580 -4.214 1.688 0.564
H 2.307 -2.087 -0.150 0.040
H 0.186 0.747 -6.391 0.427
H 4.464 -0.646 0.143 0.349
H -0.182 -2.484 -1.904 0.275
H -3.879 -1.404 1.526 0.326
H -2.597 -0.839 -2.484 0.390
H 4.268 0.089 -7.693 0.463
H -2.995 0.513 5.461 0.332
H -1.823 -2.966 2.002 0.318
H 2.728 -0.876 -1.660 0.515
H -2.908 -1.264 5.394 0.349
H -3.431 2.326 0.146 0.349
H 3.283 -0.170 -3.532 0.344
H 4.584 1.181 -0.246 0.317
H -2.994 0.892 -2.420 0.354
H -0.241 -2.889 2.826 0.375
H -4.266 -0.326 -2.069 0.570
H -0.599 4.082 -1.157 0.545
H -1.131 4.179 1.525 0.548
H 2.115 -2.073 1.614 0.365
H 1.884 0.627 -8.219 0.429
H -3.300 -2.451 0.194 0.337
H -2.002 2.985 -1.197 0.304
H -0.497 2.532 -2.049 0.109
H 1.874 -3.596 0.711 0.612
H -0.336 3.037 2.637 0.402
H 4.947 -0.282 -5.310 0.441
H 1.580 3.826 0.368 0.565
```

Calculated values
total charge: +4
E: -4632.46566 Ha
Kohn-Sham gap (alpha / beta): 8.03 / 5.35 eV
spin multiplicity: 6


Entry 2:
Molecular formula: C22H44N2O15
Method: DFT, ωB97M-V/def2-TZVPD

```
83
Properties=species:S:1:pos:R:3:mulliken_charge:R:1
O -6.541 -1.130 -0.670 -0.376
O -2.441 8.976 -2.851 -0.302
O 5.561 -4.235 2.123 -0.306
O 6.395 -2.229 2.495 -0.292
O 8.427 -0.951 -3.631 -0.311
O -4.437 -4.304 5.052 -0.261
O 10.045 -1.753 -4.753 -0.309
O 7.999 -1.769 -5.642 -0.593
O -1.162 7.291 -3.303 -0.300
O -5.838 0.753 1.505 -0.181
O -0.644 8.553 -1.470 -0.560
O -3.517 2.557 2.951 -0.285
O -3.596 -6.299 5.824 -0.632
O 4.655 -3.016 3.757 -0.560
O -3.673 -5.647 3.599 -0.255
N 0.376 -0.465 -0.691 -0.335
N 0.266 1.194 -7.826 -0.351
C -0.640 -1.142 1.569 -0.513
C 7.214 -0.253 -3.420 -0.597
C -5.833 1.780 2.483 -0.729
C 10.677 -2.214 -5.926 -0.666
C -2.610 3.531 2.987 -0.754
C -1.325 8.291 -2.435 0.786
C 5.421 -3.126 2.834 0.790
C -3.977 -5.515 4.853 0.760
C 6.576 -1.045 3.154 -0.662
C -7.119 0.116 1.473 -0.399
C 1.298 0.708 -7.648 0.351
C -5.123 -1.258 -0.722 -0.563
C 4.836 -5.402 2.476 -0.624
C -4.658 2.815 2.168 -0.581
C -0.075 6.369 -3.236 -0.647
C 2.573 0.148 -7.433 -0.761
C -4.604 -3.770 6.411 -0.688
C -0.098 -0.770 0.274 0.239
C 8.771 -1.524 -4.739 0.836
C -2.933 -6.798 3.154 -0.675
C -2.773 10.156 -2.123 -0.634
C -7.107 -1.127 0.591 -0.603
H -5.977 1.490 3.524 0.394
H -3.122 10.877 -2.861 0.218
H 5.088 -5.924 3.399 0.287
H -0.843 -2.209 1.480 0.199
H 7.005 0.484 -4.195 0.288
H -3.657 9.928 -1.527 0.248
H -3.004 -6.851 2.067 0.257
H -5.015 3.832 2.330 0.391
H -8.126 -1.445 0.373 0.314
H -2.905 4.456 3.483 0.313
H -4.870 -2.176 -0.191 0.260
H 5.049 -6.049 1.625 0.231
H -6.620 -1.941 1.127 0.326
H -5.212 -2.865 6.417 0.271
H -2.567 3.945 1.980 0.302
H 7.624 -0.745 3.123 0.226
H 0.897 6.855 -3.314 0.299
H -6.744 2.373 2.399 0.411
H -1.596 -0.621 1.629 0.113
H -0.074 5.721 -4.113 0.261
H 11.733 -1.944 -5.931 0.247
H -1.989 10.466 -1.432 0.341
H 2.753 0.058 -6.362 0.243
H -3.337 -7.725 3.562 0.309
H -1.640 3.216 3.373 0.248
H 7.207 0.235 -2.445 0.211
H -3.706 -3.341 6.855 0.305
H -0.067 -0.948 2.476 0.301
H -7.568 -0.086 2.445 0.346
H -1.875 -6.893 3.398 0.302
H -4.778 -1.408 -1.745 0.293
H 3.391 0.701 -7.895 0.265
H 5.897 -0.295 2.749 0.284
H -4.498 -0.441 -0.359 0.183
H 6.456 -1.030 -3.522 0.288
H 6.238 -1.128 4.187 0.329
H 0.003 5.815 -2.301 0.290
H 10.479 -3.277 -6.063 0.285
H -4.943 -4.483 7.162 0.303
H -7.734 0.817 0.907 0.323
H 10.290 -1.715 -6.814 0.319
H 3.772 -5.165 2.472 0.296
H 2.584 -0.877 -7.802 0.253
H -4.368 2.816 1.118 0.365
```

Calculated values
SMILES: COC(=O)OC.COC(=O)OC.COC(=O)OC.COC(=O)OC.COCCOCCOC.CC#N.CC#N
ΔE to the lowest compared entry with this formula, charge and spin: 85.4 kcal per mole
E: -2102.58842 Ha
Kohn-Sham gap: 9.87 eV


Entry 3:
Molecular formula: C22H45Ge2Te4Tl
Method: DFT, ωB97M-V/def2-TZVPD

```
74
Properties=species:S:1:pos:R:3:mulliken_charge:R:1
Tl -1.322 -2.374 -0.243 0.501
Te -5.222 -1.627 -1.979 -0.689
Te -2.555 0.717 -2.124 -0.194
Te -4.048 -2.835 0.170 -0.345
Te -1.032 -1.376 -2.901 -0.352
Ge 0.029 -0.716 1.245 -0.245
Ge -1.471 3.830 -2.915 0.458
C -0.236 -4.738 1.114 0.068
C 2.138 1.323 0.710 -0.346
C 1.186 -4.165 3.169 -1.782
C -3.053 4.493 -1.957 -1.112
C 0.925 -4.257 1.694 0.656
C 3.887 3.136 0.370 -1.303
C -0.140 -4.555 -0.313 1.483
C 1.795 -3.799 0.662 0.782
C 1.435 0.106 0.122 0.218
C -0.871 2.163 -2.129 -0.738
C -1.396 -5.338 1.851 -1.479
C -1.712 3.773 2.431 -0.966
C 3.146 -3.182 0.878 -1.771
C -1.930 3.594 -4.805 -1.134
C -0.086 5.236 -2.812 -1.234
C 1.741 -3.706 -1.917 -1.685
C -1.172 0.762 1.809 -0.065
C -1.678 2.651 3.463 -0.659
C -0.931 -5.348 -1.323 -1.506
C -0.743 1.506 3.071 -0.305
C 1.163 -3.986 -0.561 0.118
C 3.209 1.900 -0.210 -0.344
H -2.850 4.572 -0.888 0.265
H 0.946 0.368 -0.821 -0.144
H -0.513 -6.355 -1.457 0.312
H -1.975 -5.453 -1.017 0.335
H -1.370 3.059 4.432 0.339
H 2.752 2.144 -1.174 0.243
H -3.349 5.476 -2.328 0.390
H 2.570 -4.385 -2.157 0.284
H 1.402 2.108 0.922 -0.012
H 0.720 -1.201 2.554 -0.193
H 0.989 -3.831 -2.698 0.315
H -0.485 2.319 -1.124 -0.137
H -0.707 4.174 2.263 0.253
H 3.622 -2.945 -0.076 0.412
H -0.682 0.795 3.902 0.377
H 0.271 1.907 2.949 0.097
H 2.116 -3.630 3.372 0.378
H 0.779 4.959 -3.417 0.350
H -0.472 6.190 -3.179 0.367
H 2.159 -0.675 -0.126 0.152
H -2.353 4.597 2.754 0.414
H -1.157 -6.331 2.250 0.294
H -0.077 1.723 -2.736 0.428
H 3.157 3.930 0.549 0.270
H -2.273 -5.435 1.207 0.245
H -2.179 0.353 1.937 0.567
H 3.957 1.126 -0.413 0.356
H -1.697 -4.716 2.702 0.272
H 2.117 -2.684 -2.006 0.239
H -1.070 3.218 -5.360 0.353
H 1.265 -5.153 3.641 0.367
H -2.248 4.540 -5.249 0.363
H -0.949 -4.862 -2.301 0.350
H -1.235 1.435 0.956 -0.527
H 0.249 5.371 -1.782 0.351
H -3.887 3.802 -2.092 0.384
H 4.360 2.905 1.328 0.306
H 3.092 -2.251 1.455 0.249
H -2.689 2.252 3.597 0.309
H 0.386 -3.627 3.688 0.274
H 4.656 3.532 -0.297 0.405
H 2.594 1.067 1.675 0.395
H -2.734 2.864 -4.896 0.347
H 3.822 -3.852 1.421 0.431
H -2.089 3.415 1.473 0.147
```

Calculated values
ΔE to the lowest compared entry with this formula, charge and spin: 0.0 kcal per mole
total charge: -2
E: -6263.72819 Ha
Kohn-Sham gap: 4.57 eV